Version i
The following is a DFT calculation (wB97M-V/def2-TZVPD) of a cluster of 2 separate species, C7H9N3O2 in total.

The geometry in XYZ format:
```
21
Properties=species:S:1:pos:R:3
O 1.33584 -0.96862 0.24387
O -0.05045 -0.48755 1.91235
N -1.66103 0.43129 -0.10804
N 2.07055 1.07405 2.43115
N -0.55989 3.40724 0.43988
C -0.93609 -1.36375 -1.51501
C 0.51545 2.86796 0.28832
C -0.63702 -2.80676 -1.20205
C -0.89835 -0.53848 -0.24564
C 0.22942 -0.80175 0.68158
C 1.79056 2.45121 0.30111
C 2.06506 1.74263 1.46520
H -1.12924 -2.96405 -0.21757
H -1.94064 -1.20181 -2.04131
H -1.60863 0.71570 0.86864
H 0.50143 -2.84165 -1.21967
H -1.38575 3.30890 -0.00656
H -0.10319 -0.87238 -1.97443
H -0.99403 -3.57706 -1.96617
H 0.82498 0.02231 2.31604
H 2.57102 2.40257 -0.45170
```

Values from the calculation:
E_LUMO   -0.265 eV
Spin multiplicity   1
E_HOMO   -9.68 eV
Molecular weight   167.2 g/mol
Frontier orbital gap   9.4 eV
SMILES   [H]/N=C(/CC)C(=O)O.N#CC=C=N

Version ii
The following is a DFT calculation (wB97M-V/def2-TZVPD) of an isolated molecule of C7H9N3O2.

The geometry in XYZ format:
```
21
Properties=species:S:1:pos:R:3
O 1.73084 -1.67498 -0.06726
O 2.55085 0.41134 -0.21969
N -3.47329 -0.80082 -0.28701
N -1.21806 2.26120 0.35650
N 0.31060 0.12296 0.12704
C -1.29496 -1.51427 0.23055
C 3.90583 0.02215 -0.12212
C -3.18613 0.59272 -0.50744
C -2.57972 -1.88541 0.24807
C 1.62844 -0.52018 -0.11630
C -1.85062 0.94488 -0.08595
C -1.02724 -0.30248 0.21594
H -2.94366 -2.95403 -0.04317
H 0.21376 1.04827 0.01844
H -0.70415 2.64470 -0.37047
H 4.25321 -0.33672 1.07283
H 4.56506 1.05239 -0.42968
H 4.21953 -0.78171 -0.83018
H -3.84727 1.42698 -0.94459
H -0.41035 -2.04667 0.40476
H -0.84265 2.28968 1.34970
```

Values from the calculation:
E_LUMO   0.276 eV
Spin multiplicity   1
E_HOMO   -8.26 eV
Molecular weight   167.2 g/mol
Frontier orbital gap   8.5 eV
SMILES   COC(=O)Nc1ccncc1N

version i is favored, and the nearest alternative lies 57.6 kcal/mol above it.

Version i
The following is a DFT calculation (wB97M-V/def2-TZVPD) of a cluster of 2 separate species, C2H2FN2O2S in total.

The geometry in XYZ format:
```
10
Properties=species:S:1:pos:R:3
S 3.50323 1.60552 -0.04596
F 4.19316 -1.47500 -1.37200
O 3.48122 -1.90752 0.83945
O -0.70436 0.20846 -0.74481
N -1.96284 0.05778 -0.74727
N -0.12080 0.73644 0.31651
C 3.57348 -1.03317 0.03154
C 2.90692 0.16282 -0.20562
H -2.32329 0.57265 -0.03399
H 0.91198 0.56560 0.22024
```

Values from the calculation:
E_LUMO (alpha / beta)   2.553 / 2.553 eV
Spin multiplicity   1
E_HOMO (alpha / beta)   -3.26 / -3.26 eV
Molecular weight   137.1 g/mol
Frontier orbital gap (alpha / beta)   5.8 / 5.8 eV
Net charge   -1

Version ii
The following is a DFT calculation (wB97M-V/def2-TZVPD) of a cluster of 3 separate species, C2H2FN2O2S in total.

The geometry in XYZ format:
```
10
Properties=species:S:1:pos:R:3
S 8.37655 -0.17189 0.76011
F 4.19862 -0.63515 -0.65040
O 5.16015 -2.73300 -0.20244
O -7.82226 -1.61710 0.66464
N -7.10386 -0.60947 0.80233
N 6.06238 1.16751 0.19468
C 5.45585 -1.58885 -0.22110
C 7.02962 0.52380 0.39550
H -6.62598 -0.43709 -0.11839
H 5.24070 1.04627 -0.36670
```

Values from the calculation:
E_LUMO   0.441 eV
Spin multiplicity   1
E_HOMO   -3.66 eV
Molecular weight   137.1 g/mol
Frontier orbital gap   4.1 eV
Net charge   -1

version ii is favored, and the nearest alternative lies 71.4 kcal/mol above it.

Version i
The following is a DFT calculation (wB97M-V/def2-TZVPD) of a cluster of 2 separate species, C3H5P in total.

The geometry in XYZ format:
```
9
Properties=species:S:1:pos:R:3
P -2.82002 -0.43261 0.04229
C -2.16303 0.93582 -0.29526
C 1.11277 0.10145 0.49209
C 1.17894 -0.92382 -0.29950
H 1.36374 -0.09395 1.47176
H 1.36820 -2.00189 0.11774
H -2.01395 2.01211 -0.31643
H 0.98327 -0.75608 -1.28494
H 0.99009 1.15896 0.07225
```

Values from the calculation:
E_LUMO   0.385 eV
Spin multiplicity   1
E_HOMO   -9.72 eV
Molecular weight   72.0 g/mol
Frontier orbital gap   10.1 eV
SMILES   C#P.C=C

Version ii
The following is a DFT calculation (wB97M-V/def2-TZVPD) of an isolated molecule of C3H5P.

The geometry in XYZ format:
```
9
Properties=species:S:1:pos:R:3
P -1.87186 -0.08883 -0.40867
C 1.49293 -0.67833 -0.24437
C 0.03138 -0.09325 0.09475
C 1.28652 0.60987 -0.48625
H -2.09299 0.84409 0.56873
H 2.03700 -1.48644 -0.33971
H -0.10466 0.21394 1.21281
H 1.62096 1.54653 -0.97110
H -2.39928 -0.86758 0.57382
```

Values from the calculation:
E_LUMO   1.179 eV
Spin multiplicity   1
E_HOMO   -8.61 eV
Molecular weight   72.0 g/mol
Frontier orbital gap   9.8 eV
SMILES   PC1C=C1

version i is favored, and the nearest alternative lies 26.1 kcal/mol above it.

Version i
The following is a DFT calculation (wB97M-V/def2-TZVPD) of a cluster of 2 separate species, C5H11BrN in total.

The geometry in XYZ format:
```
18
Properties=species:S:1:pos:R:3
Br -1.25639 -0.62667 1.57912
N -0.34667 1.27480 -0.36942
C 0.24117 0.93730 0.81743
C -0.91279 -1.16824 -1.35758
C 0.19512 -1.93222 -0.99773
C 1.31811 -2.53948 -1.21351
C 0.23737 1.92800 2.00984
H 0.88068 2.82119 1.99554
H 1.13999 -3.50101 -1.57398
H -1.33843 1.30328 -0.30178
H -1.89597 -1.26123 -0.87270
H 0.53991 1.28811 2.80053
H -0.80228 2.15936 2.23747
H -1.17804 -0.85197 -2.42792
H 0.05792 1.97885 -1.02757
H -0.44965 -0.04451 -1.07950
H 1.21623 0.51607 0.84980
H 2.35372 -2.28163 -1.06804
```

Values from the calculation:
E_LUMO   -4.944 eV
Spin multiplicity   1
E_HOMO   -13.80 eV
Molecular weight   165.1 g/mol
Frontier orbital gap   8.9 eV
Net charge   +1

Version ii
The following is a DFT calculation (wB97M-V/def2-TZVPD) of a cluster of 2 separate species, C5H11BrN in total.

The geometry in XYZ format:
```
18
Properties=species:S:1:pos:R:3
Br -2.93562 0.19998 0.10908
N -0.51572 -0.69023 -1.11483
C -1.05366 0.01554 0.09249
C -0.28456 -0.47738 1.27959
C 0.63366 -1.52802 -0.65004
C 0.11553 2.78491 -0.17278
C 1.05424 -0.87791 0.66427
H 0.22848 2.78511 -1.23800
H 1.61377 -1.56539 1.29182
H 1.67009 0.00249 0.48199
H 0.27714 -2.54203 -0.46880
H 1.42569 -1.55423 -1.39584
H -0.76960 -1.34571 1.74127
H -0.19299 0.28562 2.04949
H -0.76589 3.21646 0.25571
H -1.24150 -1.25663 -1.57154
H -0.20720 0.00065 -1.80765
H 0.94811 2.54675 0.45377
```

Values from the calculation:
E_LUMO (alpha / beta)   -4.923 / -3.737 eV
Spin multiplicity   1
E_HOMO (alpha / beta)   -12.65 / -13.18 eV
Molecular weight   165.1 g/mol
Frontier orbital gap (alpha / beta)   7.7 / 9.4 eV
Net charge   +1

version ii is favored, and the nearest alternative lies 28.7 kcal/mol above it.

Version i
The following is a DFT calculation (wB97M-V/def2-TZVPD) of an isolated molecule of CH2ClOP.

The geometry in XYZ format:
```
6
Properties=species:S:1:pos:R:3
Cl 1.31930 -1.78470 -0.19819
P 1.33210 0.12510 -0.24446
O 3.92224 1.11809 0.06237
C 3.18974 0.27818 0.27157
H 0.91392 0.63678 0.91066
H -0.18707 0.06460 -0.62834
```

Values from the calculation:
E_LUMO   0.041 eV
Spin multiplicity   1
E_HOMO   -8.84 eV
Molecular weight   96.5 g/mol
Frontier orbital gap   8.9 eV
SMILES   O=C=[PH2]Cl

Version ii
The following is a DFT calculation (wB97M-V/def2-TZVPD) of a cluster of 2 separate species, CH2ClOP in total.

The geometry in XYZ format:
```
6
Properties=species:S:1:pos:R:3
Cl 2.55999 -0.79811 -0.43239
P 0.82730 -0.16936 -0.75227
O 1.78098 2.57573 0.12890
C 1.84650 1.57599 0.67656
H 0.36691 -0.97532 -1.89586
H 0.34675 -1.08834 0.18427
```

Values from the calculation:
E_LUMO   0.735 eV
Spin multiplicity   1
E_HOMO   -9.50 eV
Molecular weight   96.5 g/mol
Frontier orbital gap   10.2 eV

version ii is favored, and the nearest alternative lies 18.9 kcal/mol above it.

Version i
The following is a DFT calculation (wB97M-V/def2-TZVPD) of a cluster of 7 separate species, C7H28O7 in total.

The geometry in XYZ format:
```
42
Properties=species:S:1:pos:R:3
O 9.30484 -45.17589 6.94331
O 12.04008 -49.44079 6.60491
O 11.19222 -46.82252 2.40674
O 12.63555 -43.03943 4.39009
O 9.02299 -46.12304 0.84183
O 13.35461 -48.46157 2.22763
O 8.52445 -50.70400 1.82501
C 8.78307 -44.00796 6.41102
C 9.48833 -49.86407 2.48053
C 10.95774 -46.80709 3.73962
C 12.82657 -48.95200 7.77869
C 11.54052 -42.61850 3.77370
C 8.03092 -45.14346 1.06547
C 13.72821 -48.83413 3.49519
H 11.17478 -41.83563 4.34764
H 12.68110 -47.87960 7.71618
H 13.84970 -49.53468 7.92217
H 11.05902 -49.44087 6.68077
H 8.01159 -44.47246 0.28637
H 9.05272 -43.94332 5.15041
H 10.98162 -48.01577 4.10763
H 13.13271 -49.65291 3.76201
H 9.10308 -45.31950 7.82202
H 12.75226 -47.94328 2.31478
H 9.39046 -48.85956 1.89671
H 10.38829 -50.35607 2.30711
H 8.17141 -44.60581 2.04391
H 12.50438 -49.53174 8.73842
H 13.60674 -48.15547 4.29236
H 11.68657 -42.48601 2.69844
H 11.68333 -46.32566 4.18438
H 8.62092 -46.53363 0.18911
H 10.80315 -43.46994 3.83400
H 9.42304 -49.72240 3.54355
H 10.39338 -46.52188 1.93986
H 6.96379 -45.31299 1.05465
H 8.92358 -43.25622 7.03097
H 8.56215 -51.58227 2.15573
H 7.64210 -44.22579 6.47207
H 12.51988 -43.45664 5.24523
H 10.08433 -46.28407 3.95149
H 14.76151 -48.98724 3.23076
```

Values from the calculation:
E_LUMO   0.373 eV
Spin multiplicity   1
E_HOMO   -9.31 eV
Molecular weight   224.3 g/mol
Frontier orbital gap   9.7 eV
SMILES   CO.CO.CO.CO.CO.CO.CO

Version ii
The following is a DFT calculation (wB97M-V/def2-TZVPD) of a cluster of 7 separate species, C7H28O7 in total.

The geometry in XYZ format:
```
42
Properties=species:S:1:pos:R:3
O -2.26840 2.62179 1.54880
O -0.78145 -2.47614 1.02255
O 0.33160 -0.76076 -3.68194
O 2.25414 -1.53554 0.09598
O -4.72061 1.24453 2.15272
O 2.80393 1.30630 -0.10570
O -0.63652 0.23843 0.86984
C -0.74595 0.24597 -0.54622
C 1.62006 -0.51013 -3.19010
C -0.43960 -3.24928 -0.13344
C 2.29273 -1.99440 1.46310
C -1.74911 3.50751 0.55597
C 4.18584 1.59522 0.03451
C -4.41676 0.30759 1.15192
H -5.27718 -0.36316 1.17847
H -0.76438 -0.74325 -1.02169
H 0.09984 0.81481 -0.89161
H -0.19145 -4.28603 0.11762
H 2.66271 -0.64996 0.15562
H 4.70653 1.12084 -0.78202
H -0.75537 3.85040 0.85845
H -1.62203 0.85863 -0.82040
H -1.67635 1.86431 1.52214
H 1.60025 -0.43162 -2.07916
H -0.81034 -0.65592 1.17093
H -4.28611 0.73770 0.12550
H -3.45699 -0.26094 1.35356
H 0.28493 -1.60499 -4.10381
H 1.83820 0.51099 -3.49395
H 3.26920 -2.09454 1.84215
H 0.44046 -2.78246 -0.58179
H 2.39571 -1.21711 -3.45227
H -1.64168 -2.84129 1.25518
H -2.39108 4.38586 0.51177
H -1.67579 3.07845 -0.42042
H 1.73239 -2.92697 1.55642
H -3.94698 1.81516 2.22361
H 1.69696 -1.30206 2.02451
H 2.33383 1.64676 0.64952
H 4.64701 1.42997 0.99762
H 4.26289 2.67806 -0.23421
H -1.20505 -3.17275 -0.89975
```

Values from the calculation:
E_LUMO   0.523 eV
Spin multiplicity   1
E_HOMO   -9.55 eV
Molecular weight   224.3 g/mol
Frontier orbital gap   10.1 eV
SMILES   CO.CO.CO.CO.CO.CO.CO

version ii is favored, and the nearest alternative lies 144.0 kcal/mol above it.